Record 1
Molecular formula: C3H5NO2
Method: DFT, ωB97M-V with the def2-TZVPD basis set

The geometry in ORCA input format:
```
! RIJCOSX wB97M-V def2-TZVPD def2/J DEFGRID3
* xyz 0 1
O 0.25 -1.44 -1.22
C -0.53 -0.67 -0.55
C -0.67 -0.76 1.06
O -0.06 0.60 1.19
C 0.16 0.63 -0.09
N 1.05 1.37 -0.68
H 1.24 1.05 -1.63
H -1.56 -0.45 -0.96
H -1.64 -0.75 1.55
H 0.02 -1.48 1.49
H 1.73 1.92 -0.17
*
```

largest force on an atom = 0.7 eV/Å
energy relative to the best compared isomer or geometry (same formula, charge and spin) = 76.7 kcal per mole
frontier orbital gap = 8.480 eV
M = 87.1 g mol⁻¹

***

Record 2
Molecular formula: C3H5NO2
Method: DFT, ωB97M-V with the def2-TZVPD basis set

The geometry in ORCA input format:
```
! RIJCOSX wB97M-V def2-TZVPD def2/J DEFGRID3
* xyz 0 1
O 0.12 1.71 0.30
C 0.15 0.26 0.50
C -1.21 -0.18 0.43
N -1.55 -0.56 -0.76
O -0.41 -0.72 -1.54
C 0.73 -0.58 -0.71
H 0.93 1.94 0.81
H 0.69 -0.06 1.44
H -2.10 0.05 1.03
H 1.66 -0.14 -1.22
H 0.99 -1.70 -0.28
*
```

structure (SMILES) = O[C@H]1C=NOC1
largest force on an atom = 3.8 eV/Å
energy relative to the best compared isomer or geometry (same formula, charge and spin) = 81.5 kcal per mole
frontier orbital gap = 10.371 eV
M = 87.1 g mol⁻¹

***

Record 3
Molecular formula: C3H5NO2
Method: DFT, ωB97M-V with the def2-TZVPD basis set

The geometry in ORCA input format:
```
! RIJCOSX wB97M-V def2-TZVPD def2/J DEFGRID3
* xyz 0 1
N 2.52 1.08 0.21
C 1.43 0.71 -0.01
O -1.39 2.25 1.05
C -1.58 1.16 0.56
C -0.24 -1.94 -0.23
O 0.78 -2.55 -0.40
H 3.45 1.37 0.41
H -1.70 1.02 -0.53
H -1.67 0.25 1.18
H -0.75 -1.90 0.75
H -0.75 -1.40 -1.06
*
```

largest force on an atom = 1.2 eV/Å
energy relative to the best compared isomer or geometry (same formula, charge and spin) = 88.1 kcal per mole
frontier orbital gap = 10.557 eV
M = 87.1 g mol⁻¹

***

Record 4
Molecular formula: C3H5NO2
Method: DFT, ωB97M-V with the def2-TZVPD basis set

The geometry in ORCA input format:
```
! RIJCOSX wB97M-V def2-TZVPD def2/J DEFGRID3
* xyz 0 1
O 0.64 1.90 -0.39
C 0.11 0.81 0.28
C -1.09 -0.25 -0.07
N -0.19 -1.28 0.52
C 0.88 -0.48 0.13
O 1.87 -0.71 -0.52
H 1.50 1.64 -0.77
H -0.13 1.12 1.30
H -2.01 -0.08 0.50
H -1.32 -0.50 -1.11
H -0.18 -2.22 0.15
*
```

largest force on an atom = 0.7 eV/Å
energy relative to the best compared isomer or geometry (same formula, charge and spin) = 41.5 kcal per mole
frontier orbital gap = 11.237 eV
M = 87.1 g mol⁻¹

***

Record 5
Molecular formula: C3H5NO2
Method: DFT, ωB97M-V with the def2-TZVPD basis set

The geometry in ORCA input format:
```
! RIJCOSX wB97M-V def2-TZVPD def2/J DEFGRID3
* xyz 0 1
H -2.14 -0.35 -1.45
N -1.65 0.27 -0.81
C -0.67 -0.30 -0.28
O -0.17 -1.58 -0.41
C 0.92 -1.37 0.52
C 0.42 0.06 0.73
O 0.73 1.01 1.38
H 1.89 -1.47 0.04
H 0.84 -2.03 1.39
H 0.06 2.89 -0.21
H -0.22 2.87 -0.90
*
```

structure (SMILES) = [H]/N=C1\OCC1=O.[H][H]
largest force on an atom = 0.8 eV/Å
energy relative to the best compared isomer or geometry (same formula, charge and spin) = 69.7 kcal per mole
frontier orbital gap = 10.325 eV
M = 87.1 g mol⁻¹

***

Record 6
Molecular formula: C3H5NO2S
Method: DFT, ωB97M-V with the def2-TZVPD basis set

The geometry in ORCA input format:
```
! RIJCOSX wB97M-V def2-TZVPD def2/J DEFGRID3
* xyz 0 1
O 3.71 -0.56 0.01
S 2.45 0.05 0.08
O 2.40 1.47 0.22
C 1.03 -0.86 0.55
C -0.25 0.22 0.58
C 0.08 0.27 -0.98
N 1.18 -0.69 -0.94
H 0.86 -1.82 0.94
H -0.13 1.21 0.97
H -1.28 -0.34 0.75
H -0.91 -0.03 -1.41
H 0.31 1.28 -1.33
*
```

structure (SMILES) = O=S1(=O)[C@H]2CCN21
largest force on an atom = 3.6 eV/Å
energy relative to the best compared isomer or geometry (same formula, charge and spin) = 103.5 kcal per mole
frontier orbital gap = 10.574 eV
M = 119.1 g mol⁻¹

***

Record 7
Molecular formula: C3H5NO2S
Method: DFT, ωB97M-V with the def2-TZVPD basis set

The geometry in ORCA input format:
```
! RIJCOSX wB97M-V def2-TZVPD def2/J DEFGRID3
* xyz 0 1
C 3.22 -0.34 1.28
N 2.05 0.14 1.18
O 1.74 0.16 -0.18
C 0.40 0.53 -0.30
O -0.37 -0.64 -0.02
C -1.64 -0.67 -0.20
S -2.69 0.40 -0.83
H 3.61 -0.51 2.29
H 3.82 -0.58 0.39
H 0.09 1.33 0.38
H 0.26 0.80 -1.29
H -1.96 -1.67 0.11
*
```

structure (SMILES) = C=NOCOC=S
largest force on an atom = 2.2 eV/Å
energy relative to the best compared isomer or geometry (same formula, charge and spin) = 70.5 kcal per mole
frontier orbital gap = 9.609 eV
M = 119.1 g mol⁻¹

***

Record 8
Molecular formula: C3H5NO2S
Method: DFT, ωB97M-V with the def2-TZVPD basis set

The geometry in ORCA input format:
```
! RIJCOSX wB97M-V def2-TZVPD def2/J DEFGRID3
* xyz 0 1
C 0.29 2.44 1.62
C 0.59 1.24 0.77
O 1.69 0.89 0.43
S -0.86 0.32 0.31
N -0.05 -0.87 -0.59
C -0.66 -1.92 -1.22
O -0.06 -2.76 -1.87
H -0.37 3.12 1.08
H 1.25 2.93 1.88
H -0.23 2.13 2.54
H 0.95 -0.78 -0.64
H -1.76 -1.93 -1.11
*
```

structure (SMILES) = CC(=O)SNC=O
largest force on an atom = 0.9 eV/Å
energy relative to the best compared isomer or geometry (same formula, charge and spin) = 9.3 kcal per mole
frontier orbital gap = 9.723 eV
M = 119.1 g mol⁻¹